1.
Molecular formula: C11H29LiN3O8
Method: DFT, ωB97M-V/def2-TZVPD

## Properties
- E_HOMO (spin up / spin down) (eV) = 0.84 / 1.11
- <S²> = 0.7557
- HOMO-LUMO gap (spin up / spin down) (eV) = 3.4 / 3.1

The geometry in ORCA input format:
```
! RIJCOSX wB97M-V def2-TZVPD def2/J DEFGRID3
* xyz -2 2
O -4.368 -2.122 -0.203
H 0.936 -2.854 0.647
H 2.795 -2.841 -3.454
C 2.048 -0.697 1.570
C -3.173 -2.937 -0.185
N 0.549 3.076 -2.274
H -1.419 -3.593 0.976
H -0.198 2.878 -1.624
C 1.341 2.069 -2.532
H 1.530 0.265 -2.342
H 0.274 0.909 -1.285
C -2.267 -2.946 1.197
H 3.606 -1.323 -3.653
H 1.026 3.296 1.589
H 2.508 0.804 3.062
H 3.082 -1.030 1.479
C 0.648 2.694 2.415
C 1.164 -2.079 -0.085
H 4.289 -2.621 -2.527
H -4.274 3.087 -0.178
H -2.328 2.492 0.784
O 2.102 2.090 -3.388
H 2.703 1.299 1.398
C 2.497 -2.500 -0.789
H -2.019 1.770 2.607
N 1.244 -0.704 0.328
O -4.732 1.023 -0.110
C 3.412 -2.112 -2.927
O 2.690 -1.576 -1.870
H 2.539 -3.522 -1.166
N 1.120 1.029 -1.824
C 2.016 0.811 2.090
H 0.655 3.954 -2.763
H 1.192 3.123 3.257
C -2.376 2.235 -0.274
O 0.657 1.305 2.287
H 1.750 -1.335 2.402
H -0.431 2.849 2.381
H 0.264 -2.203 -0.687
H -4.124 2.300 -1.650
O -1.548 1.103 -0.498
H -3.537 -3.958 -0.303
O -2.140 1.088 3.267
C -3.937 2.136 -0.589
O -1.716 -1.759 1.781
Li -0.664 0.016 0.972
H -2.555 -2.733 -1.059
H -2.093 3.144 -0.805
H -2.796 -3.485 1.983
H 3.431 -2.462 -0.229
H 1.715 -0.422 -0.519
H -3.088 0.969 3.320
*
```



2.
Molecular formula: C11H29N2O16S3
Method: DFT, ωB97M-V/def2-TZVPD

## Properties
- E_HOMO (eV) = -11.94
- HOMO-LUMO gap (eV) = 8.4
- ΔE to the lowest compared entry with this formula, charge and spin (eV) = 19.7788

The geometry in ORCA input format:
```
! RIJCOSX wB97M-V def2-TZVPD def2/J DEFGRID3
* xyz 1 1
O -0.760 2.754 -4.866
H 3.057 -1.731 -1.833
S -0.740 3.002 -3.406
H 2.456 0.115 -0.571
H -1.473 -0.310 1.907
O -0.042 1.720 -2.573
H -1.861 -3.904 1.735
C -1.983 -2.839 1.538
O 3.828 -0.308 0.845
C 1.119 -2.829 0.135
C -0.932 0.631 -2.589
H 0.516 1.752 2.849
H 1.974 2.008 1.930
H 1.836 -0.938 0.663
H -0.075 3.566 -1.241
N 0.687 2.904 -1.210
C 3.296 -1.864 -0.777
H -2.472 1.477 -1.190
H 2.874 -2.848 -0.574
H 1.570 3.311 -0.938
O 6.249 -0.710 1.114
H 0.334 -3.230 2.881
C 0.465 -2.369 2.226
N 1.134 1.474 2.101
O -2.207 2.660 -2.756
O 1.744 -3.285 -0.805
O -3.436 1.410 -0.068
C -2.287 1.358 -2.257
C -2.421 0.180 1.686
C 2.716 -0.741 0.052
H 0.646 -1.460 2.798
O 1.558 -2.635 1.319
H -2.497 -2.529 2.447
O 0.220 1.855 0.373
O -0.240 4.265 -2.894
C 0.297 0.480 0.052
H -0.909 0.090 -3.535
O -5.287 -0.373 -0.731
H 1.527 0.556 2.256
H -1.474 1.428 0.138
H -3.006 0.554 2.527
O 4.736 -1.884 -0.567
H -0.841 -0.965 1.402
O -0.184 -2.498 0.076
H -2.286 2.431 1.255
H 0.551 -0.132 0.919
O 4.736 -2.488 1.966
H 0.495 2.181 -0.532
O -2.911 -0.609 -1.510
H -0.709 0.089 -0.102
H -0.810 -0.074 -1.766
H -3.115 0.795 -2.687
H -2.692 -2.746 0.715
O -3.405 -0.666 1.046
H 0.685 2.427 -2.101
C -2.337 1.440 0.803
C -0.678 -2.040 1.317
S 5.020 -1.415 0.989
H 0.999 0.231 -0.743
S -3.819 -0.147 -0.509
H 0.564 1.424 1.269
*
```



3.
Molecular formula: C11H29O3S2
Method: DFT, ωB97M-V/def2-TZVPD

## Properties
- E_HOMO (eV) = -12.03
- HOMO-LUMO gap (eV) = 7.9
- ΔE to the lowest compared entry with this formula, charge and spin (eV) = 0.0000

The geometry in ORCA input format:
```
! RIJCOSX wB97M-V def2-TZVPD def2/J DEFGRID3
* xyz 1 1
C -2.587 3.402 4.950
H -0.344 -6.032 -0.743
H -3.085 4.357 5.114
C -1.388 -4.435 -1.798
C 2.819 2.721 -1.243
H 0.484 1.533 -0.153
H -3.057 2.661 5.598
C 2.529 0.870 -2.761
H -3.770 3.088 3.164
H 3.893 0.473 -4.362
H -0.262 0.262 2.985
H -2.093 3.580 2.843
H 2.765 2.873 -0.160
H 2.102 4.706 -1.654
O -1.965 -3.710 -0.716
H -2.036 -6.379 -1.128
H -1.539 3.492 5.235
H 4.650 0.481 -2.763
H -3.030 0.213 2.033
S 0.496 1.939 1.134
H 0.835 -3.480 -0.329
H 0.607 -2.800 1.273
S -0.687 0.368 1.709
O -2.350 1.592 3.398
H -2.116 -4.344 -2.603
H -0.034 -1.956 -0.161
C -1.128 -5.897 -1.490
H 4.211 2.001 -3.556
C 1.879 3.681 -1.952
H -1.036 -4.652 0.887
H 1.979 3.627 -3.036
C -2.736 2.993 3.506
H -1.827 -3.113 1.176
C -2.366 1.077 2.139
C 3.904 0.968 -3.391
H -0.468 -3.945 -2.138
H 0.834 3.471 -1.705
H -0.805 -6.408 -2.397
H 1.785 1.384 -3.378
H 3.852 2.939 -1.528
O 2.477 1.354 -1.417
C 0.131 -2.933 0.298
C -1.197 -3.655 0.465
H 2.224 -0.173 -2.686
H -2.549 1.805 1.344
*
```



4.
Molecular formula: C11H30BN6Zn
Method: DFT, ωB97M-V/def2-TZVPD

## Properties
- E_HOMO (eV) = -11.95
- HOMO-LUMO gap (eV) = 9.1
- ΔE to the lowest compared entry with this formula, charge and spin (eV) = 0.2456

The geometry in ORCA input format:
```
! RIJCOSX wB97M-V def2-TZVPD def2/J DEFGRID3
* xyz 1 1
N -0.688 1.615 1.450
N -1.382 -1.054 2.203
C 1.516 1.812 -3.155
H 0.720 -0.266 -4.683
H -1.040 2.831 -3.378
H -2.735 1.322 1.354
H -1.382 -0.572 -1.761
H -2.118 -1.647 1.840
C -1.975 1.374 2.135
H -0.174 1.908 -1.259
N 1.272 -0.272 2.152
H 2.301 1.254 -2.645
H 0.516 0.591 3.897
H 2.206 -0.284 1.760
C -0.905 1.834 -3.807
H -0.623 -2.934 2.724
C -0.464 -1.897 3.012
H 1.862 -3.479 -2.801
H -1.442 0.211 3.876
H 1.436 2.804 -2.698
H -0.601 -0.877 -3.717
H 0.124 2.818 3.017
H -0.643 1.962 -4.857
H -1.862 1.308 -3.785
C 1.040 -1.576 2.804
N -0.102 0.961 -1.621
H 1.166 2.518 1.628
H -0.735 -1.817 4.065
C 0.437 2.057 2.296
N 0.384 -1.940 -0.343
H 1.060 -0.931 -3.088
H 1.555 -1.629 3.766
H 0.887 -4.896 -1.746
C 0.904 -2.803 -0.918
H -0.854 2.334 0.757
C -1.983 0.080 2.942
H -2.152 0.862 -1.593
H 1.810 1.952 -4.194
Zn -0.202 -0.326 0.543
H 2.063 1.234 3.426
C 0.349 -0.339 -3.661
N -1.352 0.320 -1.272
H 1.479 -2.330 2.154
H 2.650 -4.167 -1.083
C 1.103 0.895 3.033
H -2.236 2.207 2.794
H -3.013 -0.148 3.221
B 1.631 -3.944 -1.702
C 0.193 1.062 -3.081
*
```